Molecular formula: C5H8N2
Method: DFT, ωB97M-V with the def2-TZVPD basis set

Output
Calculated total energy: -304.74374 Eh
Lowest unoccupied orbital energy: 0.8 eV
F_max: 0.051 Eh/bohr
SMILES: CC1(C)N[C@H]1C#N
HOMO: -9.29 eV

```
15
Properties=species:S:1:pos:R:3:mulliken_charge:R:1
C -0.647 1.274 -0.063 -1.2424
C -0.267 -0.167 -0.077 1.2025
C -1.260 -1.164 0.522 -1.4032
N 0.447 -0.814 -1.144 -0.6704
C 1.244 -0.499 0.056 -0.4520
C 2.297 0.474 -0.069 0.1709
N 3.140 1.262 -0.188 -0.4464
H -0.986 1.564 0.940 0.3314
H -1.459 1.438 -0.769 0.3037
H 0.216 1.895 -0.319 0.3372
H -2.060 -1.268 -0.222 0.3497
H -0.822 -2.163 0.642 0.3893
H -1.712 -0.854 1.471 0.3651
H 0.687 -0.068 -1.801 0.3653
H 1.031 -0.893 1.023 0.3994
```

Molecular formula: C19H15MoN9O4S5
Method: DFT, ωB97M-V with the def2-TZVPD basis set

Output
Calculated total energy: -3585.86699 Eh
<S²>: 2.042
Lowest unoccupied orbital energy (alpha / beta): -1.9 / -2.5 eV
2S+1: 3
F_max: 0.052 Eh/bohr
HOMO (alpha / beta): -7.71 / -7.95 eV

```
53
Properties=species:S:1:pos:R:3:mulliken_charge:R:1
Mo -0.582 0.431 -0.844 0.5196
N 2.801 -1.245 -1.526 -0.4007
N 3.475 -0.030 -1.607 -0.1370
C 3.133 0.979 -0.799 0.2157
N 3.843 2.110 -0.832 -0.3275
N 2.047 0.821 -0.039 0.4299
N 1.851 1.560 1.046 0.5777
O 0.725 1.511 1.509 -0.3949
O 2.766 2.177 1.557 -0.8182
H 3.362 -1.948 -1.053 0.2090
H 2.506 -1.584 -2.438 0.3015
H 4.186 0.133 -2.316 0.1781
H 4.652 2.202 -1.421 0.2062
H 3.714 2.779 -0.080 0.1960
S -2.361 -3.562 -2.493 -0.2261
C -1.675 -2.163 -1.982 0.3375
S -0.099 -2.040 -1.308 -0.3578
S -2.490 -0.634 -2.004 -0.2347
S 0.031 2.855 -1.074 -0.3355
C 1.009 3.051 -2.491 0.5723
C 1.552 4.327 -2.720 -0.1293
N 2.022 5.364 -2.870 -0.4792
C 1.257 1.984 -3.311 0.5440
S 0.568 0.425 -2.988 -0.3282
C 2.117 2.076 -4.412 -0.1235
N 2.864 2.119 -5.284 -0.5023
O -0.481 -6.396 2.971 -0.4666
C 0.291 -5.329 3.231 0.5055
O 1.224 -5.403 3.981 -0.5457
C -0.092 -4.055 2.553 0.7701
C -1.423 -3.739 2.294 -0.9594
C -1.752 -2.501 1.784 -0.3412
C -0.747 -1.583 1.483 -0.3632
C 0.589 -1.909 1.706 0.0324
C 0.906 -3.130 2.259 -1.1501
N -1.110 -0.333 0.968 0.8997
C -1.873 0.400 1.746 -0.3651
C -2.474 1.519 1.145 0.2255
C -3.319 2.450 1.771 -1.1276
C -3.977 3.375 1.000 -0.2708
C -3.819 3.329 -0.391 -0.9152
C -2.929 2.431 -0.932 -0.1896
N -2.218 1.583 -0.186 0.3194
H -1.145 -6.207 2.294 0.3371
H -2.217 -4.430 2.535 0.3938
H -2.784 -2.243 1.594 0.5302
H 1.361 -1.195 1.458 0.3135
H 1.929 -3.389 2.483 0.4656
H -2.062 0.116 2.773 0.5371
H -3.425 2.427 2.843 0.4759
H -4.602 4.129 1.452 0.4529
H -4.367 3.998 -1.033 0.4203
H -2.757 2.387 -2.002 0.5229
```

Molecular formula: H2N2O4P
Method: DFT, ωB97M-V with the def2-TZVPD basis set

Output
Calculated total energy: -752.88300 Eh
<S²>: 2.024
Lowest unoccupied orbital energy (alpha / beta): 4.1 / 3.9 eV
Net charge: -1
2S+1: 3
F_max: 0.072 Eh/bohr
HOMO (alpha / beta): -2.77 / -4.61 eV

```
9
Properties=species:S:1:pos:R:3:mulliken_charge:R:1
N -1.403 -0.182 -0.459 -0.5665
N 1.162 -0.843 0.239 0.8774
O 0.069 2.019 1.559 -0.5274
O 0.793 -1.668 1.072 -0.6610
O 2.249 -0.728 -0.213 -0.5997
O 0.547 0.900 -1.627 -0.5592
P 0.124 0.479 -0.323 0.4755
H -1.838 0.806 -0.492 0.2850
H -1.702 -0.784 0.245 0.2759
```

Molecular formula: C30H28ClN4O4OsPS2
Method: DFT, ωB97M-V with the def2-TZVPD basis set

Output
Calculated total energy: -3368.05567 Eh
Lowest unoccupied orbital energy (alpha / beta): -8.4 / -8.4 eV
Net charge: +2
F_max: 0.018 Eh/bohr
HOMO (alpha / beta): -13.19 / -13.19 eV

```
71
Properties=species:S:1:pos:R:3:mulliken_charge:R:1
Os 0.203 -0.233 0.418 2.7081
N 2.323 -0.350 0.576 -0.7887
C 3.028 0.094 -0.669 -0.5753
C 2.705 1.530 -1.013 -0.6315
C 1.306 1.789 -1.541 0.5068
O 1.066 2.658 -2.314 -0.5170
O 0.285 1.009 -1.069 -0.7922
H 2.719 0.150 1.370 0.4145
H 2.574 -1.326 0.725 0.1973
H 2.721 -0.583 -1.467 0.2587
H 4.101 -0.033 -0.522 0.5027
H 3.392 1.882 -1.782 0.4216
H 2.866 2.187 -0.151 0.2486
Cl -2.133 -0.236 -0.271 -0.1435
C -2.663 -1.917 -0.178 1.0425
C -3.923 -2.190 -0.670 -0.6268
C -4.348 -3.511 -0.684 -0.7008
C -3.521 -4.526 -0.215 -0.8460
C -2.266 -4.223 0.285 -0.3698
C -1.821 -2.900 0.321 -0.1432
P -0.165 -2.493 0.892 -0.4209
C 0.097 -3.030 2.586 0.6806
C -0.912 -3.633 3.330 -0.2051
C -0.656 -4.034 4.635 -0.5258
C 0.589 -3.820 5.202 -0.8510
C 1.598 -3.205 4.466 -0.8840
C 1.353 -2.813 3.163 -0.4804
C 0.985 -3.358 -0.192 0.9931
C 1.838 -4.374 0.228 -0.4702
C 2.717 -4.948 -0.683 -0.6693
C 2.748 -4.508 -1.998 -0.5960
C 1.897 -3.493 -2.422 -0.7032
C 1.015 -2.919 -1.522 -0.7223
H -4.557 -1.394 -1.034 0.5229
H -5.329 -3.745 -1.073 0.4544
H -3.853 -5.554 -0.249 0.4881
H -1.617 -5.017 0.636 0.4877
H -1.893 -3.792 2.906 0.3222
H -1.440 -4.514 5.205 0.4668
H 0.783 -4.134 6.219 0.4519
H 2.572 -3.044 4.906 0.4774
H 2.155 -2.358 2.593 0.2981
H 1.813 -4.725 1.252 0.4525
H 3.373 -5.747 -0.364 0.4668
H 3.432 -4.963 -2.702 0.4441
H 1.911 -3.164 -3.453 0.5062
H 0.318 -2.158 -1.871 0.5079
N -4.773 -5.627 5.794 -0.5084
C -4.523 -4.434 5.202 1.0777
C -4.739 -4.259 3.820 -0.7891
C -4.480 -3.048 3.223 -0.5845
C -3.976 -1.994 3.986 -0.0365
C -3.756 -2.148 5.357 -0.4348
C -4.025 -3.354 5.957 -0.9829
S -3.729 -0.462 3.249 1.1778
O -3.761 0.571 4.245 -0.7559
O -4.482 -0.356 2.039 -0.6267
N -2.120 -0.532 2.648 -0.0409
C -1.328 0.421 2.884 0.0778
S -1.423 1.728 4.075 0.0215
C 0.202 2.140 3.716 -0.3455
C 0.760 1.421 2.723 -0.5491
N -0.081 0.480 2.152 0.5259
H -5.285 -6.335 5.296 0.2061
H -4.787 -5.694 6.797 0.2219
H -5.149 -5.075 3.238 0.3950
H -4.689 -2.898 2.172 0.6522
H -3.406 -1.310 5.946 0.5391
H -3.878 -3.472 7.023 0.3845
H 0.693 2.938 4.253 0.4530
H 1.738 1.601 2.310 0.2635
```

Please write out number 3 again, unchanged.
Molecular formula: H2N2O4P
Method: DFT, ωB97M-V with the def2-TZVPD basis set

Output
Calculated total energy: -752.88300 Eh
<S²>: 2.024
Lowest unoccupied orbital energy (alpha / beta): 4.1 / 3.9 eV
Net charge: -1
2S+1: 3
F_max: 0.072 Eh/bohr
HOMO (alpha / beta): -2.77 / -4.61 eV

```
9
Properties=species:S:1:pos:R:3:mulliken_charge:R:1
N -1.403 -0.182 -0.459 -0.5665
N 1.162 -0.843 0.239 0.8774
O 0.069 2.019 1.559 -0.5274
O 0.793 -1.668 1.072 -0.6610
O 2.249 -0.728 -0.213 -0.5997
O 0.547 0.900 -1.627 -0.5592
P 0.124 0.479 -0.323 0.4755
H -1.838 0.806 -0.492 0.2850
H -1.702 -0.784 0.245 0.2759
```

Q: calculated total energy of number 3 (H2N2O4P)?
A: -752.88300 Eh

Q: What is the formula in the first record?
A: C5H8N2